Entry from the Open Molecules 2025 dataset: a structure of composition C5H8NOP (ωB97M-V with the def2-TZVPD basis set).

Positions of all 16 atoms, in Å:
C (0.364, 2.201, -0.129)
C (-0.955, 1.968, -0.257)
C (0.833, 0.240, 1.056)
C (1.343, -1.058, 1.153)
C (-0.869, -0.898, -0.947)
N (1.152, 1.224, 0.314)
O (-2.596, -0.224, 0.838)
P (-1.372, 0.285, 0.323)
H (0.878, 3.068, -0.470)
H (-1.741, 2.557, -0.663)
H (-0.321, 0.403, 1.587)
H (2.323, -1.275, 0.747)
H (1.012, -1.804, 1.837)
H (0.030, -0.530, -1.461)
H (-0.570, -1.819, -0.461)
H (-1.772, -1.223, -1.560)

Output
**Energy above the lowest of the compared OMol25 structures with the same formula, charge and spin**: 57.7 kcal per mole
**Highest occupied orbital energy (spin up / spin down)**: -7.82 / -7.82 eV
**Maximum force**: 4.30 eV Å⁻¹
**Calculated total energy**: -666.536408 Eh
**Charge**: 0
**HOMO-LUMO gap (spin up / spin down)**: 7.68 / 7.68 eV

Entry from the Open Molecules 2025 dataset: a cluster of 2 separate species, C5H8NP in total (ωB97M-V with the def2-TZVPD basis set).

Positions of all 15 atoms, in Å:
C (2.924, 0.137, -0.049)
C (1.663, 0.564, -0.030)
C (1.039, -2.665, 0.260)
C (-2.277, 1.722, -0.143)
C (-1.083, 0.783, -0.093)
N (3.993, -0.330, -0.086)
P (0.544, 1.745, 0.038)
H (2.076, -2.746, 0.025)
H (0.728, -2.517, 1.270)
H (0.308, -2.853, -0.500)
H (-3.198, 1.152, -0.251)
H (-2.345, 2.312, 0.768)
H (-2.199, 2.408, -0.987)
H (-1.027, 0.170, -0.995)
H (-1.145, 0.117, 0.772)

Output
**Energy above the lowest of the compared OMol25 structures with the same formula, charge and spin**: 103.5 kcal per mole
**Highest occupied orbital energy (spin up / spin down)**: -8.81 / -8.92 eV
**Maximum force**: 1.80 eV Å⁻¹
**Calculated total energy**: -591.237574 Eh
**Charge**: 0
**HOMO-LUMO gap (spin up / spin down)**: 7.89 / 7.29 eV

Entry from the Open Molecules 2025 dataset: an isolated molecule of C5H8O (ωB97M-V with the def2-TZVPD basis set).

Positions of all 14 atoms, in Å:
C (-1.515, -0.375, 1.048)
C (-0.536, 0.259, -1.534)
O (-0.609, 0.715, 0.969)
C (0.621, 0.572, 0.394)
C (1.287, -0.657, -0.055)
C (0.832, 0.283, -1.181)
H (-2.484, -0.039, 0.666)
H (-1.587, -0.633, 2.106)
H (-1.231, -1.245, 0.454)
H (-0.755, 1.173, -2.113)
H (1.254, 1.381, 0.752)
H (2.360, -0.722, 0.114)
H (0.756, -1.597, 0.044)
H (1.607, 0.882, -1.665)

Output
**Energy above the lowest of the compared OMol25 structures with the same formula, charge and spin**: 128.6 kcal per mole
**Highest occupied orbital energy**: -8.05 eV
**Maximum force**: 0.64 eV Å⁻¹
**Calculated total energy**: -270.352939 Eh
**Charge**: 0
**HOMO-LUMO gap**: 8.49 eV

Entry from the Open Molecules 2025 dataset: an isolated molecule of C5H8O (ωB97M-V with the def2-TZVPD basis set).

Positions of all 14 atoms, in Å:
C (-0.209, -0.492, -1.582)
C (-0.088, -0.077, -0.142)
C (-0.253, -0.957, 1.110)
O (0.849, -0.264, 1.763)
C (1.020, 0.581, 0.625)
C (-0.232, 1.348, 0.347)
H (0.130, 0.311, -2.247)
H (-1.250, -0.713, -1.845)
H (0.392, -1.382, -1.798)
H (-1.213, -0.904, 1.633)
H (-0.097, -2.030, 1.041)
H (2.028, 0.897, 0.356)
H (-0.169, 2.103, -0.432)
H (-0.908, 1.580, 1.171)

Output
**Energy above the lowest of the compared OMol25 structures with the same formula, charge and spin**: 54.6 kcal per mole
**Highest occupied orbital energy**: -9.16 eV
**Maximum force**: 0.80 eV Å⁻¹
**Structure (SMILES)**: C[C@@]12CO[C@@H]1C2
**Calculated total energy**: -270.470852 Eh
**Charge**: 0
**HOMO-LUMO gap**: 10.21 eV

Entry from the Open Molecules 2025 dataset: an isolated molecule of C5H8O (ωB97M-V with the def2-TZVPD basis set).

Positions of all 14 atoms, in Å:
O (1.841, -0.184, 0.058)
C (2.186, 1.001, 0.509)
C (0.473, -0.283, 0.523)
C (-0.321, -1.212, -0.367)
C (-1.501, -0.223, -0.242)
C (-0.475, 0.872, 0.117)
H (2.728, 1.436, -0.351)
H (0.459, -0.476, 1.598)
H (0.117, -1.166, -1.371)
H (-0.412, -2.248, -0.045)
H (-2.121, -0.066, -1.126)
H (-2.137, -0.465, 0.613)
H (-0.118, 1.387, -0.785)
H (-0.719, 1.627, 0.870)

Output
**Energy above the lowest of the compared OMol25 structures with the same formula, charge and spin**: 107.8 kcal per mole
**Highest occupied orbital energy**: -8.38 eV
**Maximum force**: 1.19 eV Å⁻¹
**Calculated total energy**: -270.386072 Eh
**Charge**: 0
**HOMO-LUMO gap**: 8.91 eV

Entry from the Open Molecules 2025 dataset: an isolated molecule of C5H8O (ωB97M-V with the def2-TZVPD basis set).

Positions of all 14 atoms, in Å:
C (-0.243, 2.580, 1.865)
C (-0.135, 1.166, 1.380)
C (-0.263, 0.004, 0.896)
C (0.268, -1.165, 0.048)
O (-0.062, -0.592, -1.213)
C (-0.075, -1.758, -2.180)
H (-0.751, 2.556, 2.746)
H (0.931, 2.719, 2.050)
H (-0.648, 3.243, 1.227)
H (1.411, -1.335, 0.049)
H (-0.201, -2.057, 0.356)
H (0.043, -1.094, -3.264)
H (-1.150, -2.201, -2.309)
H (0.877, -2.066, -1.652)

Output
**Energy above the lowest of the compared OMol25 structures with the same formula, charge and spin**: 130.2 kcal per mole
**Highest occupied orbital energy**: -9.24 eV
**Maximum force**: 7.00 eV Å⁻¹
**Structure (SMILES)**: CC#CCOC
**Calculated total energy**: -270.350357 Eh
**Charge**: 0
**HOMO-LUMO gap**: 10.19 eV

Entry from the Open Molecules 2025 dataset: a cluster of 2 separate species, C5H8O in total (ωB97M-V with the def2-TZVPD basis set).

Positions of all 14 atoms, in Å:
C (1.446, 0.648, -0.773)
C (0.993, 0.039, 0.318)
C (0.248, -1.208, 0.103)
C (-0.779, -1.405, -0.713)
H (0.984, 0.422, -1.730)
H (2.337, 1.253, -0.764)
H (1.406, 0.259, 1.304)
H (0.767, -2.043, 0.563)
H (-1.292, -0.589, -1.215)
H (-1.156, -2.405, -0.884)
C (-1.230, 1.257, 0.944)
O (-2.058, 0.392, 0.811)
H (-0.994, 1.985, 0.148)
H (-0.670, 1.393, 1.888)

Output
**Energy above the lowest of the compared OMol25 structures with the same formula, charge and spin**: 69.0 kcal per mole
**Highest occupied orbital energy**: -9.13 eV
**Maximum force**: 0.84 eV Å⁻¹
**Structure (SMILES)**: C=CC=C.C=O
**Calculated total energy**: -270.447932 Eh
**Charge**: 0
**HOMO-LUMO gap**: 9.74 eV

Entry from the Open Molecules 2025 dataset: a cluster of 2 separate species, C5H8O in total (ωB97M-V with the def2-TZVPD basis set).

Positions of all 14 atoms, in Å:
C (1.973, 0.905, 0.137)
C (1.228, -0.156, 0.088)
C (0.186, -0.917, -0.176)
C (-0.812, -1.415, 0.832)
H (1.350, 1.750, -0.195)
H (3.015, 1.029, 0.409)
H (0.122, -1.338, -1.177)
H (-0.854, -0.777, 1.720)
H (-0.507, -2.415, 1.146)
H (-1.819, -1.502, 0.406)
C (-0.950, 1.180, -0.785)
O (-0.200, 2.122, -0.943)
H (-1.256, 0.541, -1.631)
H (-1.476, 0.993, 0.168)

Output
**Energy above the lowest of the compared OMol25 structures with the same formula, charge and spin**: 74.6 kcal per mole
**Highest occupied orbital energy**: -9.61 eV
**Maximum force**: 0.88 eV Å⁻¹
**Structure (SMILES)**: C=C=CC.C=O
**Calculated total energy**: -270.439054 Eh
**Charge**: 0
**HOMO-LUMO gap**: 10.53 eV

Entry from the Open Molecules 2025 dataset: a cluster of 2 separate species, C5H8O in total (ωB97M-V with the def2-TZVPD basis set).

Positions of all 14 atoms, in Å:
C (1.285, -0.934, 1.777)
C (0.544, -1.055, 0.677)
C (-0.869, -1.478, 0.765)
O (-1.622, -1.558, -0.181)
H (0.870, -1.149, 2.760)
H (2.321, -0.611, 1.745)
H (0.930, -0.833, -0.313)
H (-1.218, -1.726, 1.790)
C (-0.414, 2.056, -1.068)
C (-0.327, 1.057, -1.939)
H (-1.042, 1.979, -0.183)
H (0.131, 2.987, -1.203)
H (-0.885, 0.133, -1.800)
H (0.297, 1.132, -2.827)

Output
**Energy above the lowest of the compared OMol25 structures with the same formula, charge and spin**: 48.3 kcal per mole
**Highest occupied orbital energy**: -9.96 eV
**Maximum force**: 0.55 eV Å⁻¹
**Structure (SMILES)**: C=CC=O.C=C
**Calculated total energy**: -270.480976 Eh
**Charge**: 0
**HOMO-LUMO gap**: 10.17 eV

Entry from the Open Molecules 2025 dataset: an isolated molecule of C5H8O (ωB97M-V with the def2-TZVPD basis set).

Positions of all 14 atoms, in Å:
C (-1.068, 1.560, -0.072)
C (-1.212, 0.141, -0.345)
C (1.319, -0.465, -0.656)
C (0.663, -1.203, 0.401)
O (0.357, -0.451, 1.548)
C (-0.726, -0.800, 0.642)
H (-0.281, 1.829, 0.629)
H (-2.014, 1.782, 0.441)
H (-1.074, 2.206, -0.950)
H (0.680, -0.514, -1.600)
H (1.599, 0.578, -0.601)
H (2.221, -0.911, -1.047)
H (0.970, -2.232, 0.575)
H (-1.435, -1.522, 1.036)

Output
**Energy above the lowest of the compared OMol25 structures with the same formula, charge and spin**: 119.1 kcal per mole
**Highest occupied orbital energy**: -8.33 eV
**Maximum force**: 4.55 eV Å⁻¹
**Calculated total energy**: -270.368122 Eh
**Charge**: 0
**HOMO-LUMO gap**: 8.31 eV

Entry from the Open Molecules 2025 dataset: a structure of composition C5H8O (ωB97M-V with the def2-TZVPD basis set).

Positions of all 14 atoms, in Å:
C (1.280, -0.723, 0.449)
C (0.655, 0.336, 1.325)
C (0.082, 0.056, -0.044)
C (-0.270, 0.857, -1.295)
O (-1.538, 0.147, -1.533)
C (-1.343, -0.497, -0.282)
H (2.301, -0.545, 0.100)
H (1.101, -1.765, 0.708)
H (0.047, -0.004, 2.165)
H (1.249, 1.220, 1.566)
H (-0.494, 1.905, -1.088)
H (0.335, 0.664, -2.173)
H (-2.018, -0.070, 0.462)
H (-1.386, -1.581, -0.360)

Output
**Energy above the lowest of the compared OMol25 structures with the same formula, charge and spin**: 59.7 kcal per mole
**Highest occupied orbital energy**: -9.48 eV
**Maximum force**: 1.48 eV Å⁻¹
**Calculated total energy**: -270.462723 Eh
**Charge**: 0
**HOMO-LUMO gap**: 10.56 eV

Entry from the Open Molecules 2025 dataset: an isolated molecule of C5H8O (ωB97M-V with the def2-TZVPD basis set).

Positions of all 14 atoms, in Å:
C (1.085, -1.105, 0.259)
C (-0.368, -0.702, 0.399)
C (-0.822, 0.569, 1.045)
C (-0.885, 0.448, -0.451)
C (0.156, 1.126, -1.271)
O (0.342, 0.889, -2.441)
H (1.768, -0.341, 0.645)
H (1.291, -2.040, 0.785)
H (1.330, -1.255, -0.801)
H (-1.061, -1.536, 0.473)
H (-0.056, 1.233, 1.442)
H (-1.752, 0.573, 1.607)
H (-1.832, 0.285, -0.960)
H (0.804, 1.854, -0.731)

Output
**Energy above the lowest of the compared OMol25 structures with the same formula, charge and spin**: 29.4 kcal per mole
**Highest occupied orbital energy**: -9.82 eV
**Maximum force**: 0.46 eV Å⁻¹
**Structure (SMILES)**: C[C@H]1C[C@H]1C=O
**Calculated total energy**: -270.511030 Eh
**Charge**: 0
**HOMO-LUMO gap**: 10.88 eV